# 1
{"formula": "C46H64AuClGeN4O2P3", "method": "ωB97M-V/def2-TZVPD", "max_force_ev_per_a": 0.7, "homo_ev": [-10.860, -12.510], "total_charge": 2, "s_squared": 3.800, "multiplicity": 4, "relative_energy_ev": 0.308, "total_energy_ha": -5857.1752, "symbols": ["Au", "C", "C", "C", "P", "C", "N", "Ge", "N", "C", "P", "C", "C", "C", "C", "C", "C", "C", "C", "C", "C", "C", "C", "N", "C", "C", "C", "C", "C", "C", "C", "C", "C", "C", "C", "C", "N", "C", "P", "C", "C", "C", "C", "C", "C", "C", "C", "C", "H", "H", "H", "H", "H", "H", "H", "H", "H", "H", "H", "H", "H", "H", "H", "H", "H", "H", "H", "H", "H", "H", "H", "H", "H", "H", "H", "H", "H", "H", "H", "H", "H", "H", "H", "H", "H", "H", "H", "H", "H", "H", "H", "H", "H", "H", "H", "H", "H", "H", "H", "H", "H", "H", "H", "H", "H", "H", "H", "H", "Cl", "C", "C", "C", "C", "C", "C", "C", "O", "O", "H", "H", "H", "H"], "positions_angstrom": [[0.049636, 0.934117, 0.024243], [-2.482541, 3.268310, -1.643779], [-1.771605, 2.556677, -2.800924], [-2.712297, 2.324425, -3.984434], [-0.980499, 1.023141, -2.198411], [-2.414104, -0.104426, -1.958335], [-2.089322, -1.347105, -1.273549], [-0.668942, -1.459407, -0.044952], [-0.725313, -1.886555, 2.013006], [-0.526524, -0.888770, 3.065846], [-0.292417, 0.867215, 2.510984], [0.682485, 1.676737, 3.849278], [0.572420, 1.011917, 5.225840], [2.145992, 1.842885, 3.448296], [-1.968359, 1.621548, 2.599034], [-2.938951, 0.938874, 1.629085], [-2.559677, 1.679551, 4.007759], [-0.888743, -3.156502, 2.356577], [-0.744570, -3.664725, 3.687011], [-0.793218, -5.011433, 3.905985], [-0.974388, -5.899858, 2.828049], [-1.152150, -5.429660, 1.526341], [-1.158403, -4.080725, 1.291184], [-1.454330, -3.491392, 0.012708], [-2.887799, -3.335222, -0.243766], [-3.867378, -4.220767, 0.157661], [-5.181976, -3.988077, -0.219975], [-5.478895, -2.874272, -0.991934], [-4.489629, -1.974955, -1.370870], [-3.165980, -2.191981, -0.991876], [-0.735091, -4.152806, -1.088215], [-1.210717, -5.271678, -1.738181], [-0.422225, -5.875448, -2.707627], [0.823574, -5.339580, -2.999943], [1.278217, -4.187073, -2.368398], [0.484083, -3.564219, -1.408864], [0.786050, -2.360346, -0.767378], [2.038310, -1.729425, -1.105564], [2.333468, -0.140152, -0.235627], [3.030692, 1.078074, -1.414347], [3.676658, 2.220332, -0.619334], [3.962244, 0.514531, -2.492438], [3.549341, -0.543157, 1.066384], [4.909264, -0.954977, 0.498629], [2.968937, -1.624513, 1.982925], [0.066581, 0.282922, -3.526492], [0.753950, 1.389988, -4.337699], [-0.645029, -0.738249, -4.412836], [-2.798090, 4.261446, -1.966324], [-1.834367, 3.389902, -0.775819], [-3.382676, 2.727659, -1.338163], [-0.929200, 3.177913, -3.108415], [-3.622927, 1.805423, -3.678322], [-2.249239, 1.762178, -4.794570], [-3.013680, 3.291748, -4.389460], [-2.840224, -0.323549, -2.941014], [-3.168487, 0.479128, -1.413311], [0.367613, -1.139883, 3.640069], [-1.365602, -0.923872, 3.766164], [0.230742, 2.672891, 3.886095], [1.181940, 0.106482, 5.273856], [-0.447102, 0.758781, 5.510710], [0.964001, 1.693068, 5.982764], [2.658392, 0.879546, 3.477763], [2.654605, 2.504646, 4.151047], [2.240234, 2.271353, 2.449236], [-1.779712, 2.640433, 2.244948], [-3.048086, -0.130467, 1.840354], [-2.629612, 1.052469, 0.588358], [-3.927299, 1.389964, 1.726868], [-2.745705, 0.684567, 4.420856], [-3.523167, 2.189377, 3.961777], [-1.934821, 2.235392, 4.704050], [-0.566331, -2.989347, 4.510275], [-0.677314, -5.398718, 4.909103], [-0.995913, -6.966002, 3.011193], [-1.290811, -6.125538, 0.709501], [-3.624359, -5.089937, 0.757393], [-5.960010, -4.674991, 0.080775], [-6.500322, -2.693877, -1.300140], [-4.751599, -1.107202, -1.960041], [-2.195894, -5.661412, -1.507621], [-0.778728, -6.754590, -3.225357], [1.449855, -5.813800, -3.744150], [2.239571, -3.773311, -2.640761], [2.135848, -1.541938, -2.179075], [2.873425, -2.382116, -0.825799], [2.148070, 1.497054, -1.902859], [4.661240, 1.938205, -0.241038], [3.061606, 2.542041, 0.223970], [3.795119, 3.085420, -1.270612], [4.873404, 0.082071, -2.082759], [4.253184, 1.340510, -3.144166], [3.479096, -0.233337, -3.121796], [3.668135, 0.379755, 1.632939], [4.837987, -1.794092, -0.195600], [5.539062, -1.275080, 1.331080], [5.416772, -0.133313, 0.000724], [2.935845, -2.594402, 1.481078], [1.957091, -1.383124, 2.307483], [3.594493, -1.733331, 2.870308], [0.839311, -0.248842, -2.967646], [0.056334, 1.843551, -5.043422], [1.573657, 0.962868, -4.917982], [1.156910, 2.185148, -3.707024], [-1.466276, -0.291033, -4.973840], [-1.032870, -1.580479, -3.836978], [0.066723, -1.131270, -5.141842], [2.635769, 9.310643, 1.200468], [2.098732, 7.726523, 0.763970], [2.003200, 7.384086, -0.575526], [1.580826, 6.110492, -0.918854], [1.240124, 5.190331, 0.065832], [1.334881, 5.554256, 1.405045], [1.770860, 6.820377, 1.761019], [0.805885, 3.823389, -0.340360], [1.024772, 3.413185, -1.482062], [0.254710, 3.098400, 0.589288], [2.261607, 8.108957, -1.335318], [1.512152, 5.821228, -1.959055], [1.060594, 4.840013, 2.170762], [1.855211, 7.112192, 2.798876]], "atomic_forces_ev_per_a": [[0.5, 0.0, 0.4], [0.0, 0.0, 0.0], [0.0, 0.1, 0.1], [0.0, 0.1, 0.0], [0.2, -0.2, 0.0], [0.0, -0.1, 0.0], [-0.6, -0.1, -0.2], [0.0, 0.2, 0.0], [-0.3, 0.2, 0.2], [0.0, 0.0, -0.1], [0.0, -0.1, -0.2], [0.1, 0.0, 0.1], [0.0, 0.0, 0.0], [0.0, 0.0, 0.0], [-0.1, 0.0, 0.0], [0.0, 0.0, 0.0], [0.0, 0.0, 0.0], [0.1, -0.1, 0.1], [0.0, 0.0, -0.2], [0.0, -0.1, -0.1], [0.0, 0.0, 0.1], [0.1, -0.1, 0.1], [0.0, 0.1, 0.1], [0.0, -0.3, 0.0], [0.3, 0.0, 0.0], [0.1, -0.1, 0.1], [0.0, 0.1, 0.0], [0.0, 0.0, 0.0], [0.0, 0.1, 0.0], [-0.1, 0.2, -0.1], [-0.2, 0.1, 0.2], [-0.1, 0.0, 0.0], [0.0, 0.0, 0.0], [0.0, 0.0, 0.0], [0.0, 0.0, -0.1], [0.2, 0.2, -0.1], [0.3, -0.4, 0.0], [0.0, -0.1, 0.1], [-0.3, 0.2, -0.6], [0.2, 0.0, 0.0], [0.1, 0.0, 0.0], [0.0, 0.0, 0.0], [-0.2, 0.0, 0.2], [0.1, 0.0, 0.1], [0.1, 0.0, 0.0], [0.0, 0.1, -0.1], [0.0, 0.0, 0.0], [0.0, 0.0, 0.0], [0.0, 0.0, 0.0], [0.0, 0.0, 0.0], [0.0, 0.0, 0.0], [0.1, 0.0, 0.0], [0.0, 0.0, 0.0], [0.0, 0.0, 0.0], [0.0, 0.0, 0.0], [0.0, -0.1, 0.0], [0.0, 0.0, 0.0], [0.0, -0.1, 0.0], [0.0, 0.0, 0.0], [-0.1, 0.0, 0.0], [0.0, 0.0, 0.0], [0.0, 0.0, 0.0], [0.0, 0.0, 0.0], [0.0, 0.0, 0.0], [0.0, 0.0, 0.0], [0.0, 0.0, 0.0], [0.0, 0.0, 0.0], [0.0, 0.0, 0.0], [0.0, 0.0, 0.0], [0.0, 0.0, 0.0], [0.0, 0.0, 0.0], [0.0, 0.0, 0.0], [0.0, 0.0, 0.0], [0.0, 0.0, 0.0], [0.0, 0.0, 0.0], [0.0, 0.0, 0.0], [0.0, 0.0, 0.0], [0.0, 0.1, 0.0], [0.0, 0.0, 0.0], [0.0, 0.0, 0.0], [0.0, 0.0, 0.0], [0.0, 0.0, 0.0], [0.0, 0.0, 0.0], [0.0, 0.0, 0.0], [0.0, 0.0, 0.0], [0.0, 0.0, 0.0], [0.0, 0.0, -0.1], [0.0, 0.0, 0.0], [0.0, 0.0, 0.0], [0.0, 0.0, 0.0], [0.0, 0.0, 0.0], [0.0, 0.0, 0.0], [0.0, 0.0, 0.0], [0.0, 0.0, 0.0], [0.0, 0.1, 0.0], [0.0, 0.0, 0.0], [0.0, 0.0, 0.0], [0.0, 0.0, 0.0], [0.0, 0.0, 0.0], [0.0, 0.0, 0.0], [0.0, 0.0, 0.0], [0.0, 0.0, 0.0], [0.0, 0.0, 0.0], [0.0, 0.0, 0.0], [0.0, 0.0, 0.0], [0.0, 0.0, 0.0], [0.0, 0.0, 0.0], [0.0, 0.0, 0.0], [0.0, 0.0, 0.0], [0.0, 0.1, 0.0], [0.0, -0.1, -0.1], [0.1, 0.1, 0.0], [-0.1, 0.1, 0.0], [0.0, 0.1, 0.1], [0.0, -0.1, 0.0], [0.0, -0.3, 0.3], [-0.2, 0.0, -0.2], [0.1, 0.2, 0.0], [0.0, 0.0, 0.0], [0.0, 0.0, 0.0], [0.0, 0.0, 0.0], [0.0, 0.0, 0.0]]}



# 2
{"formula": "C46H65AsCl3GeNO5RbSSi", "method": "ωB97M-V/def2-TZVPD", "max_force_ev_per_a": 0.9, "homo_ev": [-2.032, -2.032], "total_charge": -2, "s_squared": 0.755, "multiplicity": 2, "relative_energy_ev": 0.000, "total_energy_ha": -8628.2812, "symbols": ["Rb", "C", "C", "C", "C", "O", "Si", "S", "O", "C", "C", "C", "C", "O", "C", "C", "C", "C", "H", "H", "H", "H", "H", "H", "H", "H", "H", "H", "H", "H", "H", "H", "H", "H", "H", "H", "H", "H", "H", "H", "H", "H", "H", "H", "H", "O", "H", "H", "O", "H", "H", "Cl", "Ge", "Cl", "Cl", "C", "C", "C", "C", "C", "C", "As", "N", "C", "C", "C", "C", "C", "C", "C", "C", "C", "C", "C", "C", "C", "C", "C", "C", "C", "C", "H", "H", "H", "H", "H", "H", "H", "H", "H", "H", "H", "H", "H", "H", "H", "H", "H", "H", "H", "H", "H", "H", "H", "H", "H", "H", "H", "C", "C", "C", "C", "C", "C", "C", "C", "C", "C", "H", "H", "H", "H", "H", "H", "H"], "positions_angstrom": [[0.042898, -0.561319, 0.075671], [2.930374, 2.168275, 1.791418], [1.710347, 2.943954, 2.277715], [2.043696, 4.431869, 2.368809], [1.276888, 2.418596, 3.643192], [0.680614, 2.680598, 1.317179], [-0.731560, 3.493017, 1.003672], [-1.924475, 2.429335, -0.261084], [-0.350286, 5.034230, 0.486713], [-0.024776, 5.499660, -0.813938], [0.840169, 4.496137, -1.570694], [-1.316320, 5.785737, -1.576760], [0.754386, 6.800821, -0.604192], [-1.319121, 3.818596, 2.513520], [-2.535068, 4.391611, 2.959967], [-3.486974, 3.245717, 3.300285], [-3.149250, 5.307694, 1.904021], [-2.189679, 5.198439, 4.212355], [3.774570, 2.317476, 2.469869], [3.216933, 2.501172, 0.792400], [2.712863, 1.100753, 1.746404], [2.851774, 4.575171, 3.091333], [1.179734, 5.011986, 2.689184], [2.371060, 4.813728, 1.403006], [2.060026, 2.606388, 4.383491], [1.115087, 1.341273, 3.593645], [0.361475, 2.910363, 3.964177], [0.289547, 3.574560, -1.763876], [1.731310, 4.249921, -0.993297], [1.150694, 4.917329, -2.528310], [-1.904047, 4.872832, -1.671089], [-1.096148, 6.170360, -2.575066], [-1.904159, 6.530707, -1.035272], [1.678727, 6.605613, -0.060691], [0.153830, 7.500073, -0.020016], [1.002615, 7.264456, -1.561869], [-3.664068, 2.637624, 2.413201], [-4.445176, 3.624026, 3.666896], [-3.044809, 2.610058, 4.068814], [-3.427931, 4.741860, 1.015303], [-2.428960, 6.071209, 1.609649], [-4.034848, 5.801335, 2.313069], [-1.719595, 4.550415, 4.953370], [-3.086587, 5.640474, 4.652582], [-1.490707, 5.996123, 3.957097], [-3.162032, -0.144403, 1.263312], [-2.828573, 0.709852, 0.917334], [-3.356151, -0.656338, 0.471351], [2.870329, -0.643659, -0.216363], [2.420596, -1.208629, -0.862291], [3.802292, -0.870821, -0.252689], [-1.017815, -3.641766, -4.696213], [-0.303156, -1.588838, -3.696896], [1.320713, -2.537046, -2.418676], [-1.900029, -1.543148, -2.098667], [-0.738874, -2.791391, 9.226542], [-0.138618, -2.597555, 7.860208], [-0.736091, -1.774540, 6.919100], [-0.200459, -1.595052, 5.648220], [-0.946205, -0.681686, 4.709120], [0.989092, -2.256951, 5.282352], [1.660169, -1.631671, 3.486466], [0.605241, -2.440755, 2.283668], [0.130359, -3.707826, 2.358602], [0.566281, -4.732262, 3.230547], [0.017310, -6.002365, 3.201987], [-0.981607, -6.341046, 2.301286], [-1.428358, -5.352801, 1.423608], [-0.902929, -4.080744, 1.457982], [3.553454, -2.273637, 3.392897], [4.069945, -3.155090, 2.433296], [3.213177, -3.927517, 1.469185], [5.451094, -3.351344, 2.358228], [6.343116, -2.694190, 3.186036], [7.824671, -2.939936, 3.095579], [5.824218, -1.786147, 4.100611], [4.458427, -1.558379, 4.202883], [3.986764, -0.516041, 5.182664], [1.572100, -3.127985, 6.214166], [2.788082, -3.983660, 5.951665], [1.009855, -3.269406, 7.482915], [-1.519776, -2.055433, 9.420559], [0.016938, -2.695389, 10.009001], [-1.186614, -3.782997, 9.327707], [-1.654956, -1.254129, 7.172083], [-1.952201, -0.501763, 5.088954], [-1.040608, -1.108210, 3.709902], [-0.446052, 0.284250, 4.609517], [1.359755, -4.519880, 3.931937], [0.389030, -6.745943, 3.901534], [-1.400384, -7.339386, 2.277973], [-2.206459, -5.578734, 0.702789], [-1.286355, -3.318637, 0.789585], [2.432068, -3.305180, 1.036286], [2.699356, -4.753856, 1.963129], [3.833066, -4.342217, 0.673058], [5.831447, -4.047995, 1.616984], [8.064120, -3.581356, 2.246985], [8.202409, -3.428395, 3.997388], [8.377880, -2.005735, 2.977395], [6.499132, -1.225045, 4.741132], [4.840388, -0.037463, 5.665515], [3.346687, -0.936374, 5.960096], [3.396564, 0.257018, 4.682282], [3.033671, -4.076659, 4.900828], [2.614612, -4.986120, 6.348795], [3.670611, -3.577327, 6.453888], [1.483277, -3.951821, 8.184423], [-1.961707, 3.564350, -5.095408], [-2.573314, 2.367263, -4.683456], [-1.817630, 1.322867, -4.228560], [-0.406290, 1.408353, -4.165611], [0.405700, 0.320013, -3.689271], [1.768554, 0.516478, -3.639218], [2.367271, 1.742406, -4.001071], [1.607401, 2.763097, -4.479531], [0.202031, 2.622313, -4.573126], [-0.602788, 3.687757, -5.036668], [-2.571475, 4.393931, -5.433408], [-3.652284, 2.282760, -4.694030], [-2.302368, 0.426090, -3.867697], [2.415722, -0.287837, -3.312713], [3.440626, 1.858146, -3.904924], [2.057893, 3.705457, -4.771414], [-0.118309, 4.614216, -5.326509]], "atomic_forces_ev_per_a": [[-0.1, 0.5, 0.7], [0.0, 0.0, 0.1], [0.0, -0.1, 0.0], [0.0, 0.0, 0.0], [0.1, 0.0, 0.0], [0.1, 0.0, 0.0], [0.0, 0.0, 0.0], [0.0, -0.1, -0.1], [0.1, 0.0, 0.0], [0.0, 0.1, 0.0], [-0.1, 0.0, 0.0], [0.0, 0.0, 0.0], [-0.1, -0.1, 0.0], [0.1, 0.0, 0.2], [-0.1, -0.1, 0.0], [0.0, 0.1, 0.0], [0.0, 0.1, 0.1], [0.0, -0.1, -0.1], [0.0, 0.0, 0.0], [0.0, 0.0, 0.0], [0.0, 0.0, 0.0], [0.0, 0.0, 0.0], [-0.1, 0.0, 0.0], [0.0, 0.0, -0.1], [0.0, 0.0, 0.0], [0.0, 0.0, 0.0], [-0.1, 0.0, 0.0], [0.0, 0.0, 0.0], [0.1, 0.0, 0.1], [0.0, 0.0, -0.1], [0.0, 0.0, 0.0], [0.0, 0.0, -0.1], [0.0, 0.0, 0.0], [0.0, 0.0, 0.0], [0.0, 0.0, 0.0], [0.0, 0.0, 0.0], [0.0, 0.0, 0.0], [0.0, 0.0, 0.0], [0.0, 0.0, 0.0], [0.0, 0.0, 0.0], [0.0, 0.0, 0.0], [-0.1, 0.0, 0.0], [0.0, 0.0, 0.0], [0.0, 0.0, 0.0], [0.0, 0.0, 0.0], [0.1, -0.1, 0.0], [0.0, 0.0, 0.0], [0.0, 0.0, 0.0], [-0.1, 0.2, 0.0], [0.4, -0.2, -0.2], [0.0, -0.1, 0.0], [-0.1, -0.3, -0.2], [-0.1, 0.0, 0.2], [0.0, 0.0, -0.1], [-0.2, -0.1, -0.3], [0.0, 0.0, 0.1], [0.0, 0.0, 0.0], [0.0, 0.0, 0.0], [0.0, 0.0, 0.1], [-0.1, 0.0, -0.1], [0.1, 0.1, 0.0], [-0.1, 0.0, 0.0], [0.1, 0.1, -0.1], [-0.1, -0.1, 0.1], [0.0, 0.1, 0.0], [0.0, -0.1, 0.0], [0.0, 0.0, 0.0], [-0.1, -0.1, 0.0], [0.0, 0.1, 0.0], [0.0, 0.0, 0.0], [0.0, 0.0, 0.0], [0.0, 0.0, -0.1], [0.0, 0.0, 0.0], [0.0, 0.0, 0.0], [0.1, 0.0, 0.0], [0.0, 0.0, 0.0], [0.0, 0.0, 0.0], [0.0, 0.1, 0.0], [0.0, 0.0, 0.0], [0.1, 0.0, 0.0], [0.0, 0.0, 0.0], [0.0, 0.0, 0.0], [0.0, 0.0, 0.0], [0.0, 0.0, 0.0], [0.0, 0.0, 0.0], [0.0, 0.0, 0.0], [0.0, 0.0, 0.0], [0.0, 0.0, 0.0], [-0.1, 0.0, 0.0], [0.0, 0.0, 0.0], [0.0, 0.0, 0.0], [0.0, 0.0, 0.0], [0.0, 0.0, -0.1], [0.0, 0.0, 0.0], [0.0, 0.0, 0.0], [0.0, 0.0, 0.0], [0.0, 0.0, 0.0], [0.0, 0.0, 0.0], [0.0, 0.0, 0.0], [0.0, 0.0, 0.0], [0.0, 0.0, 0.0], [0.0, 0.0, 0.0], [0.0, -0.1, 0.0], [0.0, 0.0, 0.0], [0.0, 0.0, 0.0], [0.0, 0.0, 0.0], [0.0, 0.0, 0.0], [0.0, 0.0, 0.0], [0.1, 0.1, 0.0], [0.0, -0.1, 0.1], [0.0, 0.0, 0.0], [0.0, -0.1, 0.1], [0.4, 0.5, -0.2], [-0.2, -0.2, 0.1], [0.1, 0.0, 0.0], [0.0, 0.1, 0.0], [0.0, 0.0, 0.0], [-0.1, 0.0, 0.0], [0.0, 0.0, 0.0], [0.0, 0.0, 0.0], [0.0, 0.0, 0.0], [0.0, 0.0, 0.0], [0.0, 0.0, 0.0], [0.0, 0.0, 0.0], [0.0, 0.0, 0.0]]}